{"formula": "C24H36O18", "method": "the ωB97M-V functional and the def2-TZVPD basis", "symbols": ["C", "C", "C", "O", "C", "O", "O", "H", "H", "H", "H", "H", "H", "C", "C", "C", "O", "C", "O", "O", "H", "H", "H", "H", "H", "H", "C", "C", "C", "O", "C", "O", "O", "H", "H", "H", "H", "H", "H", "C", "C", "C", "O", "C", "O", "O", "H", "H", "H", "H", "H", "H", "C", "C", "C", "O", "C", "O", "O", "H", "H", "H", "H", "H", "H", "C", "C", "C", "O", "C", "O", "O", "H", "H", "H", "H", "H", "H"], "coordinates": [[-0.1470, -24.7568, -1.0241], [-0.6343, -24.5337, 0.3605], [-2.1159, -24.4951, 0.4103], [-2.3495, -25.7443, 1.0871], [-1.2979, -26.1614, 1.7231], [-1.2466, -26.9968, 2.6156], [-0.2278, -25.6426, 1.0334], [0.9375, -24.6660, -0.9629], [-0.4656, -23.9180, -1.6430], [-0.6142, -25.6656, -1.4034], [-0.1706, -23.7069, 0.8986], [-2.6452, -24.3620, -0.5332], [-2.4475, -23.6507, 1.0146], [-2.9890, -30.3784, 4.6207], [-4.0494, -29.5371, 3.8566], [-4.1486, -29.5417, 2.3762], [-5.4489, -29.5571, 1.9802], [-6.1525, -29.9565, 3.1532], [-7.3713, -30.1493, 3.3096], [-5.2855, -30.0274, 4.1445], [-3.2574, -31.4310, 4.5303], [-2.9424, -30.2969, 5.7067], [-2.0027, -30.2623, 4.1715], [-4.1608, -28.5715, 4.3498], [-3.5881, -30.3740, 1.9504], [-3.6757, -28.6073, 2.0740], [-0.5693, -18.7446, -3.6365], [-1.2196, -19.6768, -4.6523], [-0.2394, -19.9912, -5.7743], [0.2725, -21.2842, -5.4806], [-0.4718, -21.8335, -4.4628], [-0.3773, -23.0299, -4.0326], [-1.3479, -20.9101, -4.0422], [0.3247, -19.2288, -3.2436], [-1.2174, -18.7289, -2.7603], [-0.2179, -17.7571, -3.9355], [-2.1988, -19.2784, -4.9177], [0.6072, -19.3469, -6.0113], [-0.7668, -20.2964, -6.6781], [2.8865, -28.2767, 5.1793], [1.6604, -27.6881, 5.8803], [0.3131, -28.3086, 5.5548], [-0.1163, -28.7677, 6.8763], [0.8221, -28.5796, 7.7910], [0.8057, -28.9937, 8.9879], [1.8820, -27.8901, 7.2387], [3.7742, -27.6527, 5.2828], [2.5946, -28.3477, 4.1315], [3.1054, -29.3329, 5.3368], [1.6010, -26.7061, 5.4109], [0.3451, -29.1971, 4.9241], [-0.4784, -27.6100, 5.2837], [1.0027, -22.4063, 3.9631], [0.6316, -21.7083, 5.3345], [0.7829, -22.5580, 6.5955], [1.5750, -21.8685, 7.4727], [1.9963, -20.7766, 6.8565], [2.7036, -19.9798, 7.4542], [1.5482, -20.6823, 5.5716], [0.7880, -21.9023, 3.0208], [0.3434, -23.2659, 3.8426], [2.0476, -22.6803, 3.8169], [-0.3963, -21.3463, 5.3126], [1.1760, -23.5147, 6.2514], [-0.2143, -22.7759, 6.9778], [4.3034, -25.1411, -7.4049], [3.0895, -24.7997, -6.4379], [2.1553, -25.9192, -5.9373], [1.9319, -25.5392, -4.6211], [2.8336, -24.6705, -4.2231], [2.8708, -24.2716, -3.0739], [3.6056, -24.2446, -5.1970], [4.8745, -25.9219, -6.9025], [5.0379, -24.3784, -7.6637], [3.9641, -25.5705, -8.3475], [2.4871, -24.0658, -6.9731], [2.8262, -26.7778, -5.9108], [1.2383, -26.0749, -6.5056]], "multiplicity": 2, "e_above_lowest_ev": 2.2228, "charge": 1, "e_homo_ha": [-0.4398, -0.4398]}

---

{"formula": "C24H37F9O7SSr", "method": "the ωB97M-V functional and the def2-TZVPD basis", "symbols": ["C", "O", "C", "C", "C", "C", "C", "C", "C", "C", "C", "C", "C", "C", "C", "C", "C", "C", "O", "C", "C", "O", "O", "C", "O", "S", "O", "O", "C", "F", "F", "C", "F", "F", "C", "F", "F", "C", "F", "F", "F", "H", "H", "H", "H", "H", "H", "H", "H", "H", "H", "H", "H", "H", "H", "H", "H", "H", "H", "H", "H", "H", "H", "H", "H", "H", "H", "H", "H", "H", "H", "H", "H", "H", "H", "H", "H", "H", "Sr"], "coordinates": [[-4.5603, -1.7821, 2.2972], [-5.4856, -0.8034, 2.6982], [-5.9661, 0.0248, 1.6463], [-5.0091, 0.2370, 0.4657], [-5.5172, 1.3613, -0.4700], [-4.6443, 1.5545, -1.7404], [-3.1382, 1.3787, -1.5017], [-2.2599, 1.8171, -2.6944], [-2.2141, 0.8240, -3.8842], [-1.8145, -0.6223, -3.5392], [-0.2731, -0.8357, -3.4020], [0.1715, -1.4033, -2.0108], [0.7382, -2.8465, -2.0855], [1.3089, -3.4229, -0.7529], [0.5359, -2.9634, 0.5217], [1.0045, -1.6709, 1.1739], [0.1540, -1.3896, 2.4485], [0.6400, -0.0509, 3.0088], [0.2660, 0.9549, 1.9925], [0.8511, 2.2455, 2.1693], [1.7243, 2.6258, 3.3222], [0.6272, 3.0995, 1.3103], [2.7482, -3.4405, -0.6339], [3.4553, -2.3810, -0.9648], [3.5367, -1.8130, -1.9588], [4.6782, -1.7874, 0.3518], [4.5411, -2.4770, 1.5919], [5.9694, -2.0191, -0.1784], [4.4366, 0.0826, 0.5903], [3.2791, 0.3829, -0.0459], [4.2738, 0.2588, 1.8901], [5.6250, 0.9185, 0.0809], [5.9250, 0.6350, -1.1540], [6.6681, 0.5790, 0.8249], [5.4380, 2.4703, 0.1949], [5.9198, 3.0100, -0.9064], [4.1483, 2.8648, 0.2771], [6.2148, 3.1494, 1.3623], [7.4780, 3.1854, 1.1878], [5.8573, 2.6291, 2.5242], [5.7955, 4.4106, 1.3851], [-4.8925, -2.3736, 1.4353], [-3.5482, -1.3756, 2.1535], [-4.4753, -2.4859, 3.1329], [-6.9540, -0.2975, 1.2847], [-6.1368, 1.0137, 2.0932], [-4.8844, -0.6474, -0.1691], [-4.0347, 0.5508, 0.8784], [-5.6396, 2.3166, 0.0505], [-6.5140, 1.0396, -0.7918], [-4.8267, 2.5742, -2.1014], [-4.9909, 0.8839, -2.5326], [-2.8896, 2.0195, -0.6175], [-2.9430, 0.3346, -1.2176], [-1.2038, 2.0022, -2.3756], [-2.6320, 2.7817, -3.0593], [-3.1785, 0.8329, -4.3996], [-1.4712, 1.2159, -4.5882], [-2.3014, -1.0394, -2.6503], [-2.1504, -1.2450, -4.3752], [0.0278, -1.5811, -4.1426], [0.2463, 0.1118, -3.5810], [0.9675, -0.7241, -1.6612], [-0.6748, -1.3681, -1.3075], [-0.0652, -3.5036, -2.4386], [1.4816, -2.8507, -2.8875], [1.0308, -4.4803, -0.7944], [0.6632, -3.7843, 1.2394], [-0.5308, -2.9681, 0.2738], [2.0278, -1.8060, 1.5379], [0.8727, -0.8422, 0.4808], [-0.9143, -1.3245, 2.2275], [0.3736, -2.1592, 3.1925], [0.1138, 0.2223, 3.9297], [1.7006, -0.0692, 3.2509], [2.4593, 1.8745, 3.6060], [2.2594, 3.5238, 3.0058], [1.0771, 2.9296, 4.1571], [-0.5766, 1.7080, 0.3688]], "charge": 2, "e_homo_ha": -0.5297}